# 1
Entry from the Open Molecules 2025 dataset: a molecular structure, C8H26CoO9 (ωB97M-V/def2-TZVPD).

XYZ file:
```
44
C8H26CoO9 | the Open Molecules 2025 dataset | ωB97M-V/def2-TZVPD
Co 2.71 0.76 -2.72
C 1.06 0.30 -1.05
O 2.25 0.78 -0.75
O 0.19 0.03 -0.23
O 0.88 0.26 -2.36
C 4.32 -2.83 1.69
C 2.95 -2.20 1.75
O 3.05 -0.82 1.40
H 4.29 -3.90 1.90
H 4.93 -2.41 2.49
H 4.82 -2.67 0.73
H 2.48 -2.29 2.74
H 2.23 -2.69 1.09
H 2.31 -0.57 0.84
C -1.80 -2.64 1.18
O -1.48 -2.26 -0.15
H -0.92 -2.62 1.84
H -2.55 -1.96 1.60
H -2.22 -3.64 1.15
H -0.85 -1.53 -0.12
C -2.71 1.44 1.81
O -2.44 0.88 0.54
H -2.53 2.53 1.82
H -3.78 1.35 1.99
H -2.11 0.99 2.61
H -1.50 0.71 0.41
C -0.88 3.31 -3.68
O -0.89 2.59 -2.45
H -1.32 4.29 -3.48
H 0.13 3.56 -4.05
H -1.41 2.72 -4.42
H -0.47 1.75 -2.63
C -2.72 -0.01 -3.10
O -1.86 -0.13 -4.24
H -2.58 -0.86 -2.42
H -2.56 0.92 -2.56
H -3.77 -0.07 -3.39
H -0.99 0.10 -3.93
C 1.00 1.15 3.37
O 0.52 1.62 2.12
H 0.81 0.09 3.49
H 2.08 1.33 3.46
H 0.59 1.70 4.21
H 0.70 0.92 1.48
```

gap between HOMO and LUMO (spin up / spin down) = 5.4 / 5.4 eV
multiplicity = 4
energy = -64767.592 eV

Results of the natural (NBO) charge analysis, in e, for atoms 1 through 5:
1. Co 1.466
2. C 0.952
3. O -0.798
4. O -0.725
5. O -0.854

***

# 2
Entry from the Open Molecules 2025 dataset: 2 unconnected molecules or ions with the total composition C6H10O2 (ωB97M-V/def2-TZVPD).

XYZ file:
```
18
C6H10O2 | the Open Molecules 2025 dataset | ωB97M-V/def2-TZVPD
C 1.13 -1.23 3.19
C 0.89 -0.08 3.62
C -1.01 0.63 -1.40
C -0.78 -0.29 -0.37
C -0.33 2.01 -3.10
C 0.59 -1.96 0.38
O -0.13 0.90 -2.28
O 0.39 -0.88 -0.19
H 1.19 -2.20 2.94
H 0.54 0.79 3.08
H -2.01 1.00 -1.59
H -1.76 -0.67 0.14
H -1.37 2.17 -3.51
H -0.10 2.90 -2.42
H 0.39 1.94 -3.99
H 1.24 0.09 4.63
H 1.43 -2.59 0.00
H -0.29 -2.53 0.89
```

gap between HOMO and LUMO (spin up / spin down) = 6.4 / 5.7 eV
multiplicity = 1
energy = -10453.046 eV
energy above the lowest of the compared OMol25 structures with the same formula, charge and spin = 0.000 eV
net charge = +2

Results of the natural (NBO) charge analysis, in e, for atoms 1 through 5:
1. C 0.396
2. C -0.471
3. C 0.316
4. C -0.001
5. C -0.305

***

# 3
Entry from the Open Molecules 2025 dataset: a single C4H7N3O molecule (ωB97M-V/def2-TZVPD).

XYZ file:
```
15
C4H7N3O | the Open Molecules 2025 dataset | ωB97M-V/def2-TZVPD
C 1.26 1.62 1.98
C 0.75 2.48 1.04
N -0.24 2.20 0.11
C -0.47 0.98 -0.43
N 0.15 -0.11 -0.20
C -0.40 -1.21 -0.75
N -0.17 -2.39 -0.28
O -0.59 -3.31 -1.28
H 2.04 2.10 2.64
H 0.91 0.65 2.15
H 0.90 3.52 1.14
H -0.66 2.96 -0.40
H -1.18 1.10 -1.30
H -1.11 -1.07 -1.60
H -1.23 -3.94 -0.86
```

gap between HOMO and LUMO = 9.0 eV
multiplicity = 1
energy = -10775.988 eV
SMILES = C=CN/C=N/C=N/O
energy above the lowest of the compared OMol25 structures with the same formula, charge and spin = 3.759 eV

Results of the natural (NBO) charge analysis, in e, for atoms 1 through 5:
1. C -0.414
2. C -0.038
3. N -0.576
4. C 0.328
5. N -0.521

***

# 4
Entry from the Open Molecules 2025 dataset: 6 unconnected molecules or ions with the total composition H12O5S2 (ωB97M-V/def2-TZVPD).

XYZ file:
```
19
H12O5S2 | the Open Molecules 2025 dataset | ωB97M-V/def2-TZVPD
S 1.24 3.17 -0.11
S 0.08 2.32 -1.53
H 1.94 3.91 -1.00
H 0.27 1.06 -1.08
H 2.28 0.55 0.83
H 3.24 -0.50 0.31
O 2.75 -0.24 1.10
H -0.01 -0.95 1.61
H 1.01 -2.09 1.91
O 0.09 -1.91 1.68
H -1.40 0.41 0.29
H -1.64 1.05 1.69
O -1.01 0.52 1.18
H -0.09 -2.55 -1.52
H -0.49 -2.14 -0.07
O -0.75 -2.06 -1.02
H -1.78 -0.52 -1.48
H -3.30 -0.22 -1.46
O -2.43 0.20 -1.34
```

gap between HOMO and LUMO (spin up / spin down) = 8.8 / 5.0 eV
multiplicity = 2
energy = -32094.299 eV
energy above the lowest of the compared OMol25 structures with the same formula, charge and spin = 0.000 eV
net charge = +1

Results of the natural (NBO) charge analysis, in e, for atoms 1 through 5:
1. S 0.243
2. S 0.358
3. H 0.190
4. H 0.189
5. H 0.447

***

# 5
Entry from the Open Molecules 2025 dataset: a molecular structure, C2H4LiMgO2 (ωB97M-V/def2-TZVPD).

XYZ file:
```
10
C2H4LiMgO2 | the Open Molecules 2025 dataset | ωB97M-V/def2-TZVPD
O 2.76 -0.72 -0.89
C -1.29 0.82 -0.61
C -1.06 0.40 0.64
O -0.30 -0.65 0.96
H 3.29 -0.37 -1.60
H -0.93 0.26 -1.48
H -1.89 1.71 -0.78
H -1.48 0.97 1.49
Mg -0.22 -1.67 2.60
Li 1.12 -0.75 -0.32
```

gap between HOMO and LUMO (spin up / spin down) = 7.2 / 5.9 eV
multiplicity = 2
energy = -11883.181 eV
energy above the lowest of the compared OMol25 structures with the same formula, charge and spin = 0.000 eV

Results of the natural (NBO) charge analysis, in e, for atoms 1 through 5:
1. O -1.404
2. C -0.538
3. C 0.144
4. O -1.121
5. H 0.446

***

# 6
Entry from the Open Molecules 2025 dataset: a molecular structure, C26H33GaNOSi2 (ωB97M-V/def2-TZVPD).

XYZ file:
```
64
C26H33GaNOSi2 | the Open Molecules 2025 dataset | ωB97M-V/def2-TZVPD
Ga -1.13 -0.15 0.01
C -3.14 -0.42 -2.96
Si -1.40 0.04 -2.38
C -0.19 -0.66 -3.66
C -1.29 1.95 -2.59
C -1.54 2.49 -3.85
C -1.49 3.86 -4.09
C -1.18 4.72 -3.04
C -0.93 4.20 -1.78
C -0.98 2.82 -1.52
Si -0.59 2.18 0.24
C -1.59 3.25 1.44
C 1.23 2.63 0.52
H -3.35 -0.02 -3.96
H -3.88 -0.02 -2.26
H -3.27 -1.50 -2.99
H -0.47 -0.35 -4.67
H -0.19 -1.76 -3.64
H 0.83 -0.32 -3.47
H -1.78 1.84 -4.68
H -1.68 4.25 -5.08
H -1.13 5.79 -3.21
H -0.69 4.88 -0.97
H -1.34 4.31 1.35
H -1.39 2.94 2.47
H -2.66 3.13 1.26
H 1.37 3.71 0.42
H 1.88 2.13 -0.20
H 1.57 2.34 1.52
C -2.80 -1.98 2.56
C -3.38 -1.65 1.19
C -3.16 -2.82 0.22
O -2.87 -0.46 0.67
H -3.22 -2.89 2.98
H -3.00 -1.16 3.25
H -1.72 -2.10 2.47
H -4.47 -1.52 1.31
H -2.09 -2.96 0.05
H -3.64 -2.61 -0.73
H -3.57 -3.76 0.62
N 0.12 -1.31 0.91
C 1.33 -1.38 1.20
C 1.79 -2.06 2.47
C 1.04 -1.88 3.63
C 1.41 -2.51 4.81
C 2.52 -3.35 4.84
C 3.27 -3.53 3.68
C 2.91 -2.88 2.51
C 2.42 -0.79 0.32
C 2.18 -0.67 -1.04
C 3.10 -0.07 -1.88
C 4.28 0.44 -1.37
C 4.54 0.34 -0.01
C 3.62 -0.28 0.83
H 0.17 -1.25 3.58
H 0.82 -2.36 5.70
H 2.80 -3.85 5.76
H 4.13 -4.19 3.70
H 3.50 -3.03 1.61
H 1.24 -1.05 -1.43
H 2.88 0.01 -2.94
H 4.99 0.93 -2.02
H 5.45 0.75 0.41
H 3.82 -0.35 1.89
```

gap between HOMO and LUMO = 6.7 eV
multiplicity = 1
energy = -99170.323 eV
energy above the lowest of the compared OMol25 structures with the same formula, charge and spin = 0.000 eV
net charge = -1

Results of the natural (NBO) charge analysis, in e, for atoms 1 through 5:
1. Ga 0.975
2. C -1.094
3. Si 1.008
4. C -1.093
5. C -0.411